38
Properties=species:S:1:pos:R:3:forces:R:3:mulliken_charge:R:1 method="wB97M-V/def2-TZVPD" total_charge=+1 orbital_gap_ev=8.275 lumo_ev=-4.938 max_force_ev_per_a=6.576 de_lowest_kcal_mol=26.2 e_homo_ev=-13.213 multiplicity=1
C 4.218 -0.733 0.474 0.105 0.410 0.612 -1.204
C 3.011 -0.293 -0.467 0.122 -1.172 0.038 -0.538
C 1.548 -0.711 0.111 1.420 0.096 0.497 0.921
C 1.413 -0.182 1.593 0.758 -0.113 0.354 -1.378
C 0.499 -0.302 -0.974 -0.904 -0.104 -0.351 -1.297
S 0.625 1.339 -1.906 -1.119 -1.509 -2.297 -0.050
C -0.799 0.691 -2.928 0.425 -0.301 2.439 -0.173
N -1.567 -0.107 -2.161 1.961 1.404 -1.947 -0.020
C -1.089 -0.153 -0.708 -0.889 -0.406 -0.648 0.400
N -1.667 1.110 -0.230 0.105 -0.456 0.984 0.386
C -3.136 1.254 -0.416 -1.703 1.142 0.113 -0.889
C -1.389 1.458 1.171 0.281 -0.324 2.639 0.491
C -0.401 2.708 1.400 -0.799 -0.399 -0.595 -1.027
O -1.931 0.829 2.095 1.652 1.842 -2.877 -0.473
P -1.659 -1.846 -0.111 0.641 -6.468 -0.998 0.841
O -1.069 -2.865 -1.117 -1.149 3.272 2.005 -0.712
O -1.081 -2.317 1.405 -1.145 1.477 -1.910 -0.519
O -3.328 -2.098 -0.110 2.588 1.053 1.563 -0.530
H 4.278 -1.858 0.668 -0.172 1.484 -0.534 0.307
H 4.143 -0.243 1.508 0.077 -0.601 -1.524 0.287
H 5.204 -0.367 0.028 -1.387 -0.668 0.501 0.360
H 3.099 0.828 -0.639 -0.300 -1.342 0.088 0.318
H 3.137 -0.878 -1.450 -0.156 1.218 1.192 0.317
H 1.586 -1.861 0.159 -0.436 1.652 -0.340 0.378
H 2.152 -0.785 2.237 -1.136 0.858 -1.030 0.368
H 0.404 -0.325 2.094 1.204 0.378 -0.872 0.220
H 1.799 0.893 1.638 -0.796 -1.377 0.113 0.295
H 0.605 -1.046 -1.845 -0.313 0.909 1.651 0.630
H -0.942 0.928 -4.036 -0.095 -0.374 1.819 0.427
H -2.402 -0.606 -2.495 0.508 0.189 0.037 0.278
H -3.456 1.524 -1.485 0.798 -0.571 1.462 0.292
H -3.774 0.400 -0.027 0.932 0.813 -0.492 0.348
H -3.445 2.172 0.204 0.471 -1.381 -0.942 0.397
H -0.808 3.623 0.835 0.389 -1.378 0.902 0.310
H -0.362 2.901 2.515 0.136 -0.218 -1.440 0.355
H 0.630 2.519 0.935 -1.563 0.092 0.827 0.170
H -0.504 -3.099 1.263 -0.427 0.464 -0.217 0.357
H -3.541 -2.501 0.771 -0.085 0.409 -0.822 0.357

51
Properties=species:S:1:pos:R:3:forces:R:3:mulliken_spin:R:1 method="wB97M-V/def2-TZVPD" total_charge=+2 orbital_gap_ev="5.123 / 5.232" lumo_ev="-7.819 / -7.726" max_force_ev_per_a=6.738 e_homo_ev="-12.942 / -12.958" multiplicity=4
C 2.520 -4.512 -1.810 -0.062 -0.173 0.021 -0.003
I 1.684 -2.523 -1.187 0.781 -1.158 -0.628 0.002
H 2.029 -5.287 -1.226 -0.108 0.326 0.079 0.000
H 3.590 -4.474 -1.619 -0.178 0.356 0.161 0.000
H 2.318 -4.615 -2.873 -0.185 0.326 0.110 0.000
Nd -0.233 -0.470 0.214 -2.206 0.948 1.947 3.061
P 1.863 -0.010 2.119 0.518 0.023 0.850 -0.012
C 3.559 0.580 1.887 0.017 0.080 -0.460 -0.001
C 1.216 0.861 3.580 -0.423 0.307 -0.270 0.000
H 1.842 0.757 4.476 -0.081 -0.099 -0.307 0.000
H 2.622 -1.796 3.642 -0.329 -0.064 -0.351 -0.001
H 0.204 0.487 3.779 0.166 0.022 0.170 0.000
H 0.979 -2.109 2.941 0.406 0.041 0.179 0.000
H 3.496 1.625 1.554 0.136 -0.184 0.154 0.000
H 1.095 1.916 3.320 0.089 -0.028 0.102 0.000
C 1.998 -1.732 2.735 -0.002 -0.158 -0.374 0.000
H 4.190 0.505 2.784 -0.309 -0.025 -0.233 0.000
H 2.414 -2.351 1.924 0.033 0.075 0.473 0.000
H 3.993 -0.003 1.065 0.119 0.140 0.231 0.000
P -1.878 0.051 -2.080 -0.958 0.042 -0.663 -0.015
C -1.457 0.675 -3.727 0.496 0.018 0.104 0.000
C -2.524 -1.650 -2.322 0.477 -0.063 0.095 0.000
H -3.724 0.564 -0.624 -0.155 0.018 -0.215 0.000
H -4.203 0.865 -2.338 0.332 -0.103 0.166 0.000
H -3.136 1.994 -1.427 -0.087 -0.043 -0.126 0.000
C -3.394 0.945 -1.598 0.261 0.294 0.506 0.000
H -2.838 -2.040 -1.336 -0.157 0.027 -0.427 0.000
H -3.364 -1.674 -3.037 0.319 -0.085 0.363 -0.001
H -2.283 0.621 -4.447 0.198 -0.020 0.295 0.000
H -0.598 0.089 -4.075 -0.189 0.134 -0.204 0.000
H -1.689 -2.276 -2.671 -0.403 0.010 -0.087 0.000
H -1.119 1.711 -3.600 -0.142 -0.139 -0.172 0.000
C 1.361 0.573 -1.215 4.443 3.139 -3.976 0.001
O 2.152 1.065 -1.914 -3.473 -2.036 3.062 0.007
C -3.746 3.274 3.205 0.264 0.379 -0.225 -0.001
C -3.454 1.898 2.953 0.109 -0.054 -0.076 0.001
C -2.410 1.546 2.106 -0.602 0.825 0.469 0.001
C -1.632 2.544 1.470 -0.269 1.031 0.225 0.003
C -0.580 2.214 0.588 1.265 -1.629 -1.042 -0.045
C 0.147 3.237 0.002 -0.182 0.216 0.161 0.007
C -0.151 4.606 0.273 -0.026 0.264 0.001 -0.003
C -1.178 4.962 1.126 0.759 -0.469 -0.646 0.004
C -1.932 3.940 1.734 -0.287 -0.716 0.216 -0.005
C -2.996 4.276 2.608 -0.287 -1.156 0.225 0.001
H -4.568 3.564 3.877 0.438 -0.386 -0.364 0.000
H -4.083 1.153 3.450 0.351 0.149 -0.251 0.000
H -2.130 0.505 1.890 -0.405 -0.080 0.314 0.001
H 0.972 3.008 -0.687 -0.379 0.347 0.325 -0.002
H 0.436 5.393 -0.207 -0.126 -0.299 0.116 0.000
H -1.418 6.005 1.337 0.122 -0.304 -0.100 0.000
H -3.199 5.325 2.787 -0.090 -0.065 0.078 0.000

95
Properties=species:S:1:pos:R:3:forces:R:3:mulliken_charge:R:1 method="wB97M-V/def2-TZVPD" total_charge=+3 orbital_gap_ev=5.863 lumo_ev=-9.169 max_force_ev_per_a=2.895 de_lowest_kcal_mol=0.0 e_homo_ev=-15.031 multiplicity=1
Ta 14.485 14.958 8.707 2.650 0.863 0.784 1.698
C 16.358 12.151 8.489 0.564 0.173 -0.658 -0.914
C 16.051 13.518 9.106 -1.008 -0.265 -0.118 -1.075
Ge 15.991 15.108 6.538 -0.065 0.015 -0.434 0.190
C 15.908 13.661 5.156 1.285 0.393 0.342 -0.307
C 16.831 13.764 3.928 -0.896 0.446 -0.564 -1.293
C 17.076 16.679 6.450 1.332 -0.431 -0.796 0.228
C 16.698 17.713 7.223 0.137 0.190 0.467 -0.222
Ge 14.939 17.663 8.084 -1.645 0.435 0.223 0.560
C 14.919 18.720 9.809 -0.005 -0.811 0.510 -0.876
C 14.885 20.260 9.697 -0.147 -0.538 -0.674 -1.157
C 13.403 18.430 6.882 1.776 -0.550 1.209 -0.922
C 12.587 17.459 6.060 -0.033 0.499 0.424 -0.941
C 17.532 18.931 7.420 0.706 0.628 -0.228 -0.504
C 18.554 19.024 8.384 -0.032 -0.842 0.076 -0.087
C 19.378 20.140 8.478 -1.293 -0.596 -0.718 -0.829
C 19.200 21.178 7.588 0.978 1.378 -0.607 -0.342
C 18.242 21.132 6.603 -1.428 -0.691 -0.170 -0.722
C 17.377 20.020 6.563 0.967 0.664 0.581 -0.053
H 15.453 11.619 8.168 0.224 0.161 0.038 0.118
H 16.885 11.551 9.232 -0.155 -0.117 -0.020 0.533
H 17.057 12.224 7.630 -0.479 0.007 0.404 0.290
H 16.934 13.964 9.542 0.361 0.297 0.119 0.434
H 15.402 13.251 9.973 -0.043 0.107 0.460 0.190
H 14.865 13.462 4.994 -0.574 0.199 -0.419 0.391
H 16.270 12.761 5.642 -0.126 -0.182 0.663 0.181
H 16.690 14.674 3.332 -0.137 -0.142 0.176 0.376
H 16.616 12.914 3.243 0.457 0.467 0.541 0.386
H 17.860 13.788 4.268 0.225 -0.340 -0.174 0.340
H 18.034 16.740 5.865 -0.972 -0.073 0.534 0.503
H 15.827 18.405 10.406 -0.772 0.308 -0.496 0.416
H 13.995 18.415 10.371 0.719 0.014 -0.312 0.483
H 15.508 20.606 8.873 0.346 0.157 0.307 0.230
H 15.176 20.673 10.649 0.264 0.351 0.108 0.380
H 13.889 20.631 9.469 -0.188 -0.162 0.062 0.372
H 13.982 19.139 6.284 -0.487 0.144 -0.016 0.479
H 12.775 18.940 7.619 0.177 0.133 -0.261 0.438
H 13.102 17.058 5.205 0.301 -0.158 -0.369 0.324
H 11.740 18.040 5.716 -0.378 -0.307 -0.329 0.467
H 12.232 16.638 6.680 -0.265 -0.170 0.018 0.018
H 18.769 18.173 9.039 -0.214 0.260 -0.157 0.377
H 20.124 20.142 9.219 0.880 0.194 0.736 0.498
H 19.846 22.065 7.558 -0.096 -0.488 0.470 0.382
H 18.071 21.952 5.883 0.309 -0.534 0.575 0.388
H 16.593 20.057 5.869 -0.995 -0.232 -1.041 0.457
Br 7.282 14.261 7.092 -1.904 0.976 0.420 -0.068
C 8.905 13.547 6.806 0.415 0.558 0.740 -0.055
C 9.006 12.452 6.006 0.848 -0.740 0.031 -0.301
N 10.193 11.937 5.773 0.756 -1.547 -1.475 -0.520
C 11.295 12.455 6.238 1.032 0.210 0.276 -0.382
C 11.260 13.488 7.170 0.133 -0.087 0.100 0.379
C 10.015 14.012 7.472 0.012 0.864 1.089 -0.276
C 12.461 13.937 7.832 -0.269 0.275 -0.717 0.395
O 12.479 14.509 8.984 0.000 -0.344 -0.246 -0.722
O 13.649 13.896 7.252 -1.992 -0.896 -0.187 0.203
H 8.149 11.921 5.635 -0.288 0.028 -0.314 0.456
H 12.288 12.060 5.968 -0.686 -0.182 -0.162 0.527
H 9.908 14.767 8.261 0.004 -0.194 -0.479 0.543
C 14.706 14.814 12.087 1.593 0.255 -0.764 -0.737
O 14.926 15.585 10.733 -0.612 0.246 1.195 -0.595
H 15.587 14.094 12.158 -1.396 0.898 -0.176 0.309
H 13.716 14.335 12.073 0.474 0.282 -0.117 0.268
H 14.814 15.583 12.866 -0.268 -0.400 -0.301 0.442
H 15.005 16.560 10.913 -0.055 -0.880 -0.133 0.251
C 13.977 4.724 7.439 -0.467 -0.374 -0.435 -1.196
Si 13.952 6.460 6.935 0.668 0.089 0.427 -0.093
C 15.708 7.138 6.892 -0.945 -1.035 -1.357 2.019
C 16.592 6.392 7.901 0.526 -1.212 -0.145 -1.649
C 15.863 6.623 5.378 0.641 -0.313 0.491 -1.772
C 16.015 8.609 6.903 0.774 0.013 0.571 -1.996
C 12.263 7.204 6.621 0.602 0.417 0.562 1.587
C 12.126 8.121 7.918 0.235 -0.603 -0.833 -1.557
C 12.321 8.160 5.429 0.284 -1.574 0.058 -1.582
C 11.149 6.128 6.527 0.288 1.287 -1.423 -1.769
H 13.382 4.187 6.703 -0.345 -0.226 -0.007 0.452
H 13.501 4.573 8.406 -0.074 -0.040 0.176 0.410
H 14.946 4.266 7.423 0.434 -0.098 0.197 0.491
H 16.658 5.252 7.871 -0.147 1.671 -0.434 0.348
H 16.312 6.616 8.916 -0.332 0.237 0.473 0.451
H 17.597 6.796 7.800 0.246 -0.201 -0.144 0.466
H 16.890 6.309 5.120 -0.231 -0.025 0.547 0.420
H 15.641 7.385 4.652 -0.418 0.539 -0.092 0.449
H 15.261 5.746 5.104 -0.179 -0.276 0.031 0.476
H 15.989 8.924 7.951 0.168 0.375 -0.221 0.421
H 15.325 9.197 6.320 -0.287 0.247 -0.244 0.355
H 17.038 8.742 6.485 -0.555 0.135 0.385 0.515
H 12.881 8.914 7.792 -0.159 -0.217 0.523 0.339
H 12.285 7.527 8.825 -0.067 0.374 0.147 0.443
H 11.143 8.618 7.976 0.193 -0.397 -0.134 0.397
H 13.004 8.964 5.619 0.752 0.307 -0.154 0.264
H 11.365 8.620 5.409 -1.062 0.338 -0.799 0.574
H 12.597 7.555 4.544 -0.455 0.910 -0.005 0.410
H 11.089 5.597 7.439 -0.161 -0.951 0.743 0.446
H 11.117 5.494 5.611 0.672 0.189 0.799 0.382
H 10.245 6.704 6.410 -0.624 0.239 0.248 0.495